Entry 1:
DFT (wB97M-V/def2-TZVPD) results for a 11-piece molecular cluster, C17H56O11 overall.

Last columns: bonded neighbours and bond lengths (Å).
Cartesian coordinates (Å):
1 C 4.7331 -0.2005 0.0236  C2 1.514, H4 1.056, H5 1.070, H6 1.079
2 C 5.3001 -1.5965 -0.1284  C1 1.514, O3 1.386, H7 1.093, H8 1.092
3 O 4.5861 -2.5775 0.5416  C2 1.386, H9 0.960
4 H 4.7721 0.1325 1.0246  C1 1.056
5 H 3.6961 -0.1465 -0.2354  C1 1.070
6 H 5.3971 0.4765 -0.4914  C1 1.079
7 H 6.3271 -1.7295 0.2226  C2 1.093
8 H 5.2131 -1.9535 -1.1564  C2 1.092
9 H 4.6491 -3.2845 -0.1054  O3 0.960
10 C -3.9789 -1.2975 -2.9414  C11 1.528, H13 1.058, H14 1.017, H15 1.079
11 C -2.9449 -1.3325 -1.8164  C10 1.528, O12 1.381, H16 1.062, H17 1.096
12 O -1.7009 -1.6405 -2.3304  C11 1.381, H18 0.969
13 H -4.9519 -1.1795 -2.5424  C10 1.058
14 H -3.9249 -2.1035 -3.5594  C10 1.017
15 H -3.7279 -0.5255 -3.6524  C10 1.079
16 H -3.2069 -2.0885 -1.1174  C11 1.062
17 H -2.8719 -0.3995 -1.2464  C11 1.096
18 H -1.1669 -0.8455 -2.4754  O12 0.969
19 C -2.6309 2.2175 -2.3424  C20 1.542, H22 1.015, H23 1.067, H24 1.090
20 C -1.1539 2.1105 -2.7734  C19 1.542, O21 1.387, H25 1.101, H26 1.131
21 O -0.8919 0.7995 -3.1444  C20 1.387, H27 0.982
22 H -2.8369 3.1585 -2.0214  C19 1.015
23 H -2.9549 1.6355 -1.5094  C19 1.067
24 H -3.3289 2.0075 -3.1524  C19 1.090
25 H -0.3829 2.4765 -2.0784  C20 1.101
26 H -0.9739 2.7575 -3.6834  C20 1.131
27 H -1.1279 0.7525 -4.0964  O21 0.982
28 C -1.3509 3.7065 1.3466  C29 1.531, H31 1.088, H32 1.076, H33 1.072
29 C 0.0681 3.4265 1.8496  C28 1.531, O30 1.471, H34 1.087, H35 1.078
30 O 0.0511 3.6025 3.3096  C29 1.471, H36 0.981
31 H -1.3549 3.7195 0.2586  C28 1.088
32 H -1.7149 4.6635 1.6766  C28 1.076
33 H -2.0779 2.9365 1.5126  C28 1.072
34 H 0.7731 4.0975 1.3656  C29 1.087
35 H 0.3611 2.4215 1.5906  C29 1.078
36 H 0.9301 3.3195 3.6406  O30 0.981
37 C -2.5039 -2.0765 3.7556  C38 1.527, H40 1.076, H41 1.133, H42 1.099
38 C -3.2249 -2.5325 2.4886  C37 1.527, O39 1.386, H43 1.054, H44 1.143
39 O -2.3979 -2.1485 1.4446  C38 1.386, H45 0.947
40 H -1.6319 -2.6945 3.8796  C37 1.076
41 H -3.1109 -2.1245 4.7106  C37 1.133
42 H -2.1699 -1.0305 3.7226  C37 1.099
43 H -4.1869 -2.1025 2.4536  C38 1.054
44 H -3.3789 -3.6595 2.3766  C38 1.143
45 H -2.0799 -2.8765 0.9296  O39 0.947
46 C 1.4641 -0.8805 -2.6054  C47 1.482, H49 1.137, H50 1.050, H51 1.093
47 C 2.7651 -1.4905 -2.9674  C46 1.482, O48 1.473, H52 1.026, H53 1.084
48 O 3.6981 -0.4435 -3.4184  C47 1.473, H54 0.924
49 H 1.0071 -0.4225 -3.5404  C46 1.137
50 H 1.5641 -0.1785 -1.8314  C46 1.050
51 H 0.8381 -1.6465 -2.1404  C46 1.093
52 H 2.6681 -2.2475 -3.6534  C47 1.026
53 H 3.2211 -1.8615 -2.0564  C47 1.084
54 H 4.5631 -0.7385 -3.2824  O48 0.924
55 C -3.9379 0.6885 1.0136  O56 1.446, H57 1.068, H58 1.113, H59 1.114
56 O -4.0599 1.2855 2.3246  C55 1.446, H60 0.968
57 H -4.5749 -0.1685 1.0286  C55 1.068
58 H -2.8739 0.4725 0.7676  C55 1.113
59 H -4.3229 1.3915 0.2406  C55 1.114
60 H -4.9639 1.5915 2.4836  O56 0.968
61 C 2.3521 2.3745 -0.7724  O62 1.444, H63 1.069, H64 1.105, H65 1.080
62 O 2.6731 2.0945 -2.1524  C61 1.444, H66 0.940
63 H 1.3011 2.5455 -0.6814  C61 1.069
64 H 2.9221 3.2705 -0.4684  C61 1.105
65 H 2.7431 1.5815 -0.1524  C61 1.080
66 H 3.0831 1.2495 -2.1834  O62 0.940
67 C -0.1889 -0.1965 0.3666  O68 1.413, H69 1.096, H70 1.075, H71 1.054
68 O -0.5159 -0.1915 1.7416  C67 1.413, H72 1.038
69 H -0.8239 0.5525 -0.1194  C67 1.096
70 H -0.5019 -1.1405 -0.0414  C67 1.075
71 H 0.8351 -0.0935 0.1386  C67 1.054
72 H -1.3969 -0.7395 1.7746  O68 1.038
73 C 2.2991 0.3785 2.7246  O74 1.359, H75 1.071, H76 1.130, H77 1.070
74 O 1.3081 0.7705 3.5686  C73 1.359, H78 0.956
75 H 3.1811 0.5875 3.2956  C73 1.071
76 H 2.4481 0.8565 1.7116  C73 1.130
77 H 2.1481 -0.6765 2.6316  C73 1.070
78 H 0.4581 0.5115 3.2156  O74 0.956
79 C 1.5481 -2.7495 1.0486  O80 1.381, H81 1.097, H82 1.073, H83 1.123
80 O 0.6061 -2.5995 2.0476  C79 1.381, H84 0.973
81 H 2.0591 -1.7795 1.0806  C79 1.097
82 H 1.1531 -2.8525 0.0566  C79 1.073
83 H 2.2551 -3.6015 1.2346  C79 1.123
84 H 0.0831 -1.7795 2.0466  O80 0.973

spin multiplicity = 1

---

Entry 2:
DFT (wB97M-V/def2-TZVPD) results for a 9-piece molecular cluster, C17H56O21P4 overall.

Last columns: bonded neighbours and bond lengths (Å).
Cartesian coordinates (Å):
1 C -6.3178 -5.6923 -3.2452  O2 1.451, H9 1.090, H10 1.090, H11 1.090
2 O -5.3608 -4.6081 -3.3681  C1 1.451, P3 1.592
3 P -3.8184 -4.9841 -3.2541  O2 1.592, O4 1.522, O5 1.612, O7 1.595
4 O -3.6370 -5.9233 -2.0707  P3 1.522
5 O -3.4317 -5.5195 -4.7245  P3 1.612, C6 1.422
6 C -3.3919 -4.6509 -5.8498  O5 1.422, H12 1.090, H13 1.090, H14 1.090
7 O -3.0706 -3.5773 -3.1852  P3 1.595, C8 1.429
8 C -3.1971 -2.7987 -1.9942  O7 1.429, H15 1.090, H16 1.090, H17 1.090
9 H -6.9507 -5.7004 -4.1326  C1 1.090
10 H -6.9433 -5.6461 -2.3537  C1 1.090
11 H -5.8599 -6.6811 -3.2148  C1 1.090
12 H -3.8819 -5.0108 -6.7546  C6 1.090
13 H -2.3693 -4.4991 -6.1952  C6 1.090
14 H -3.7507 -3.6565 -5.5843  C6 1.090
15 H -3.8429 -2.0157 -2.3916  C8 1.090
16 H -2.2901 -2.4346 -1.5116  C8 1.090
17 H -3.8103 -3.3062 -1.2495  C8 1.090
18 C 6.4697 5.2034 1.9258  O19 1.432, H26 1.090, H27 1.090, H28 1.090
19 O 5.2891 4.3966 1.8548  C18 1.432, P20 1.614
20 P 4.9433 3.1997 2.8809  O19 1.614, O21 1.536, O22 1.619, O24 1.653
21 O 6.1058 2.2067 3.0274  P20 1.536
22 O 4.5826 4.0120 4.2337  P20 1.619, C23 1.449
23 C 3.9483 5.3144 4.2446  O22 1.449, H29 1.090, H30 1.090, H31 1.090
24 O 3.5181 2.5673 2.3308  P20 1.653, C25 1.408
25 C 3.1033 1.2676 2.6773  O24 1.408, H32 1.090, H33 1.090, H34 1.090
26 H 6.2553 6.2719 1.9420  C18 1.090
27 H 7.0928 5.0068 1.0534  C18 1.090
28 H 7.0778 4.9795 2.8023  C18 1.090
29 H 4.5784 6.0876 4.6841  C23 1.090
30 H 3.0522 5.2922 4.8647  C23 1.090
31 H 3.6065 5.7093 3.2878  C23 1.090
32 H 3.6100 0.8259 3.5353  C25 1.090
33 H 3.2004 0.5793 1.8377  C25 1.090
34 H 2.0359 1.2883 2.8968  C25 1.090
35 C 1.6341 -6.1908 1.5353  O36 1.426, H43 1.090, H44 1.090, H45 1.090
36 O 2.1861 -5.3899 2.5782  C35 1.426, P37 1.642
37 P 1.3264 -5.2852 3.9733  O36 1.642, O38 1.502, O39 1.626, O41 1.632
38 O 1.4183 -6.5456 4.7847  P37 1.502
39 O -0.1709 -4.8461 3.5160  P37 1.626, C40 1.388
40 C -1.2924 -4.8763 4.3336  O39 1.388, H46 1.090, H47 1.090, H48 1.090
41 O 1.9346 -3.9511 4.6890  P37 1.632, C42 1.449
42 C 1.8521 -2.6672 4.0233  O41 1.449, H49 1.090, H50 1.090, H51 1.090
43 H 0.6577 -6.6048 1.7873  C35 1.090
44 H 2.3405 -7.0015 1.3569  C35 1.090
45 H 1.5800 -5.6647 0.5822  C35 1.090
46 H -1.6014 -3.9155 4.7454  C40 1.090
47 H -1.0464 -5.4709 5.2133  C40 1.090
48 H -2.1399 -5.3493 3.8374  C40 1.090
49 H 1.4957 -1.9855 4.7956  C42 1.090
50 H 1.1884 -2.6352 3.1592  C42 1.090
51 H 2.8506 -2.3204 3.7572  C42 1.090
52 C 0.7879 6.7958 -3.7297  O53 1.432, H60 1.090, H61 1.090, H62 1.090
53 O 0.7429 5.6152 -2.9199  C52 1.432, P54 1.659
54 P 1.2237 5.6614 -1.3323  O53 1.659, O55 1.499, O56 1.600, O58 1.598
55 O 2.6891 5.9419 -1.1888  P54 1.499
56 O 0.7526 4.2288 -0.7976  P54 1.600, C57 1.410
57 C 1.3049 3.0901 -1.4194  O56 1.410, H63 1.090, H64 1.090, H65 1.090
58 O 0.1816 6.7168 -0.7376  P54 1.598, C59 1.400
59 C 0.1803 6.9591 0.6411  O58 1.400, H66 1.090, H67 1.090, H68 1.090
60 H 1.4957 7.4848 -3.2688  C52 1.090
61 H -0.1855 7.2846 -3.7686  C52 1.090
62 H 1.1537 6.6294 -4.7429  C52 1.090
63 H 1.8689 2.5462 -0.6617  C57 1.090
64 H 2.0204 3.2284 -2.2299  C57 1.090
65 H 0.6099 2.4169 -1.9213  C57 1.090
66 H 0.9790 6.4820 1.2090  C59 1.090
67 H -0.6925 6.4626 1.0651  C59 1.090
68 H 0.2691 8.0174 0.8864  C59 1.090
69 C 0.4395 -0.4842 0.1270  O70 1.436, H71 1.090, H72 1.090, H73 1.090
70 O 0.7399 -0.5690 1.5283  C69 1.436, H74 0.960
71 H 0.4494 0.5400 -0.2458  C69 1.090
72 H 0.9373 -1.2739 -0.4357  C69 1.090
73 H -0.6029 -0.7895 0.0369  C69 1.090
74 H -0.0965 -0.4916 1.9932  O70 0.960
75 C -2.0676 2.4005 0.5954  O76 1.385, H77 1.090, H78 1.090, H79 1.090
76 O -2.7497 1.3319 0.0373  C75 1.385, H80 0.960
77 H -1.1170 2.0576 1.0041  C75 1.090
78 H -1.7369 3.1039 -0.1688  C75 1.090
79 H -2.7574 2.8142 1.3310  C75 1.090
80 H -2.3149 1.2486 -0.8145  O76 0.960
81 C -1.8985 1.2902 -3.5736  O82 1.450, H83 1.090, H84 1.090, H85 1.090
82 O -1.3622 0.8270 -2.3090  C81 1.450, H86 0.960
83 H -1.2115 1.7772 -4.2657  C81 1.090
84 H -2.4530 0.4967 -4.0745  C81 1.090
85 H -2.6940 2.0015 -3.3513  C81 1.090
86 H -0.8095 0.0749 -2.5340  O82 0.960
87 C -2.3768 -1.6355 2.7096  O88 1.404, H89 1.090, H90 1.090, H91 1.090
88 O -1.7397 -0.3946 2.8701  C87 1.404, H92 0.960
89 H -2.9985 -1.9148 3.5602  C87 1.090
90 H -3.0471 -1.5754 1.8522  C87 1.090
91 H -1.6787 -2.4700 2.6428  C87 1.090
92 H -2.4039 0.2516 3.1208  O88 0.960
93 C -0.4141 -1.9234 -4.2048  O94 1.423, H95 1.090, H96 1.090, H97 1.090
94 O 0.3813 -1.0892 -3.3695  C93 1.423, H98 0.960
95 H 0.0399 -2.0103 -5.1920  C93 1.090
96 H -0.4406 -2.9780 -3.9305  C93 1.090
97 H -1.4516 -1.5986 -4.2827  C93 1.090
98 H 1.2945 -1.3828 -3.4078  O94 0.960

spin multiplicity = 1

---

Calculated total energy per entry: -41053.6269; -98694.8204 eV
ΔE to the lowest compared entry with this formula, charge and spin per entry: 87.9; 43.7 kcal/mol
HOMO per entry: -9.548; -9.839 eV